7
Properties=species:S:1:pos:R:3:mulliken_charge:R:1 method="wB97M-V/def2-TZVPD" smiles="C=S.FS" molar_mass_g_mol=98.17 e_homo_ha=-0.3179 total_energy_ha=-936.04409 de_lowest_kj_mol=186.6 lumo_energy_ev=-0.5 fmax_ev_per_a=3.48
C -0.986 1.044 0.208 -0.309
S -1.677 0.709 1.561 -0.215
H -0.106 1.570 0.185 0.245
H -1.283 0.791 -0.874 0.273
F 1.258 -0.212 0.093 -0.251
S 0.814 -1.821 -0.249 0.083
H 1.980 -2.081 -0.924 0.174

40
Properties=species:S:1:pos:R:3:mulliken_charge:R:1 method="wB97M-V/def2-TZVPD" molar_mass_g_mol=328.08 e_homo_ha=0.0388 total_energy_ha=-1207.47836 lumo_energy_ev=2.3 charge=-2 fmax_ev_per_a=4.53
C 3.520 0.010 2.512 -0.859
C 3.132 -1.425 1.917 -0.398
B 3.299 -1.576 0.314 0.287
O 3.012 -2.901 -0.243 -0.600
C 3.703 -0.411 -0.728 0.313
C 2.806 0.493 -1.421 0.022
C 1.204 0.532 -1.240 -0.330
C 0.900 1.686 -0.164 -0.427
C -0.386 1.433 0.760 -0.535
C -1.480 0.449 0.125 -0.180
O -2.737 0.474 0.887 -0.364
C -3.653 -0.391 0.238 0.651
C -5.181 -0.516 0.739 -0.894
O -3.353 -1.096 -0.764 -0.539
C 3.544 1.488 -2.417 0.159
O 3.070 2.397 -3.138 -0.623
O 4.916 1.041 -2.322 -0.302
C 5.096 0.031 -1.305 0.279
O 6.269 -0.311 -1.001 -0.651
H 2.808 0.854 2.221 0.184
H 4.613 0.312 2.326 0.236
H 3.432 -0.078 3.661 0.334
H 3.815 -2.193 2.443 0.268
H 2.034 -1.642 2.178 0.253
H 2.216 -2.727 -0.806 0.335
H 0.841 -0.504 -0.941 0.153
H 0.684 0.806 -2.216 0.447
H 0.888 2.706 -0.681 0.332
H 1.807 1.702 0.548 0.122
H -0.909 2.454 0.886 0.269
H -0.099 1.068 1.810 0.198
H -1.056 -0.610 0.207 0.184
H -1.659 0.785 -0.949 0.293
H -5.823 0.365 0.384 0.246
H -5.648 -1.446 0.253 0.303
H -5.257 -0.678 1.867 0.289
C -7.580 -0.639 -1.533 0.725
O -7.252 -0.495 -2.729 -0.724
O -8.085 0.279 -0.805 -0.713
O -7.449 -1.724 -0.873 -0.741

8
Properties=species:S:1:pos:R:3:mulliken_charge:R:1 method="wB97M-V/def2-TZVPD" molar_mass_g_mol=104.11 e_homo_ha="-0.1109 / -0.0863" total_energy_ha=-680.64635 de_lowest_kj_mol=684.9 lumo_energy_ev="3.7 / 3.8" charge=-1 fmax_ev_per_a=3.04
C 0.710 0.005 0.170 -0.029
C 0.160 0.290 -1.030 0.017
N 0.003 -0.859 0.945 -0.423
O -0.694 0.575 2.193 -0.804
O -1.096 -0.339 -1.192 -0.396
S -1.318 -1.292 0.221 0.120
H 1.680 0.461 0.429 0.281
H 0.554 1.158 -1.736 0.233

77
Properties=species:S:1:pos:R:3:mulliken_spin:R:1 method="wB97M-V/def2-TZVPD" molar_mass_g_mol=729.87 e_homo_ha="-0.2136 / -0.2457" total_energy_ha=-4466.58594 de_lowest_kj_mol=23.0 multiplicity=3 lumo_energy_ev="0.4 / 0.4" fmax_ev_per_a=1.49
Ti -0.229 0.615 1.142 1.936
S -1.641 2.833 1.302 -0.028
C -3.278 2.160 1.318 0.019
C -4.377 2.943 0.909 0.005
C -5.678 2.469 0.938 -0.001
C -5.957 1.179 1.379 0.003
C -4.902 0.379 1.778 -0.003
C -3.586 0.851 1.751 -0.007
S -2.331 -0.352 2.177 -0.005
C -1.919 0.030 3.901 0.017
C -1.005 1.208 4.146 -0.014
C -1.127 1.944 5.312 0.002
C -0.217 2.955 5.558 0.000
C 0.793 3.173 4.649 0.003
C 0.851 2.388 3.504 -0.015
C 2.021 2.585 2.563 0.012
S 1.906 1.879 0.877 0.005
C 3.185 0.614 1.041 0.017
C 4.409 0.858 0.413 -0.002
C 5.485 0.001 0.592 0.003
C 5.325 -1.093 1.434 -0.001
C 4.103 -1.350 2.039 0.001
C 2.977 -0.526 1.844 -0.002
S 1.425 -0.947 2.576 -0.019
N -0.052 1.452 3.247 0.012
H -4.176 3.949 0.559 0.000
H -6.487 3.111 0.607 0.000
H -6.972 0.803 1.405 0.000
H -5.084 -0.637 2.114 0.000
H -1.409 -0.870 4.255 0.004
H -2.844 0.140 4.464 0.000
H -1.932 1.728 6.002 0.000
H -0.292 3.558 6.455 0.000
H 1.540 3.942 4.810 0.000
H 2.896 2.110 3.001 -0.001
H 2.230 3.648 2.470 0.001
H 4.513 1.739 -0.210 -0.001
H 6.430 0.194 0.099 0.000
H 6.160 -1.762 1.618 0.000
H 3.982 -2.220 2.675 0.000
N -1.900 3.110 -3.360 -0.001
C -2.043 1.981 -2.576 -0.001
C -1.139 1.746 -1.523 0.049
N -1.241 0.695 -0.748 -0.058
C -2.195 -0.196 -1.059 0.040
C -3.073 0.040 -2.098 0.005
N -3.012 1.135 -2.853 0.013
H -1.448 3.899 -2.928 0.000
H -2.721 3.342 -3.895 0.000
H -0.347 2.449 -1.315 -0.018
H -2.258 -1.098 -0.471 -0.014
H -3.854 -0.679 -2.321 0.000
N 0.778 -1.071 -0.323 -0.012
S 0.995 -1.001 -1.888 0.036
C 2.468 -1.905 -2.302 0.001
C 3.260 -2.385 -1.281 0.000
C 4.436 -3.061 -1.603 0.000
C 4.801 -3.236 -2.927 0.000
C 3.996 -2.730 -3.949 0.000
C 2.827 -2.059 -3.641 0.000
C -0.174 -1.983 -2.827 0.001
C -0.579 -3.229 -2.370 0.000
C -1.537 -3.931 -3.087 -0.001
C -2.083 -3.385 -4.248 0.001
C -1.674 -2.137 -4.692 0.000
C -0.719 -1.425 -3.972 0.001
H 0.828 -2.011 0.065 0.013
H 2.983 -2.210 -0.249 0.004
H 5.067 -3.436 -0.806 0.000
H 5.719 -3.756 -3.171 0.000
H 4.284 -2.860 -4.985 0.000
H 2.198 -1.669 -4.434 0.000
H -0.156 -3.649 -1.463 -0.002
H -1.864 -4.905 -2.740 0.000
H -2.835 -3.935 -4.800 0.000
H -2.108 -1.705 -5.586 0.000
H -0.418 -0.431 -4.291 0.001

9
Properties=species:S:1:pos:R:3:mulliken_spin:R:1 method="wB97M-V/def2-TZVPD" molar_mass_g_mol=256.65 e_homo_ha="-0.1148 / -0.1107" total_energy_ha=-345.18538 de_lowest_kj_mol=0.0 multiplicity=2 lumo_energy_ev="4.1 / 2.5" charge=-1 fmax_ev_per_a=2.61
O -2.533 0.038 0.500 0.127
C 0.176 0.547 -0.048 0.120
C 1.140 -0.634 0.332 0.033
Hg -2.026 0.711 -1.415 0.648
H -2.665 0.425 1.363 -0.003
H 0.846 -1.689 0.197 0.008
H 1.770 -0.506 1.228 -0.005
C 1.245 0.272 -0.838 0.071
H 2.047 0.837 -1.319 0.003

54
Properties=species:S:1:pos:R:3:mulliken_spin:R:1 method="wB97M-V/def2-TZVPD" molar_mass_g_mol=453.83 e_homo_ha="0.0154 / -0.1785" total_energy_ha=-3472.54508 multiplicity=2 lumo_energy_ev="2.4 / 2.6" charge=-1 fmax_ev_per_a=7.23
Zn 0.484 0.238 -0.376 -1.892
S 2.452 0.895 -1.975 -0.238
O 2.262 0.999 -0.509 -0.245
O 1.109 0.451 -2.189 -0.225
O 2.805 2.163 -2.638 0.003
O 3.311 -0.135 -2.506 0.001
C -1.909 3.375 1.041 0.296
C -1.160 2.988 -0.278 0.352
O -0.494 1.955 -0.392 -0.435
N -1.187 3.921 -1.323 -0.050
C -0.309 3.662 -2.455 0.072
H -1.082 3.456 1.747 0.036
H -2.568 2.642 1.507 0.014
H -2.459 4.316 1.043 -0.109
H -1.541 4.864 -1.250 -0.026
H 0.678 3.487 -2.025 -0.016
H -0.529 4.398 -3.229 -0.009
H -0.707 2.716 -2.822 -0.001
C 2.273 1.358 2.764 0.061
C 0.837 0.834 2.698 1.530
O 0.395 0.368 1.659 -0.311
N 0.091 1.015 3.754 -0.389
C -1.361 0.734 3.834 1.066
H 2.794 1.281 1.810 0.028
H 2.728 0.737 3.535 -0.001
H 2.280 2.373 3.161 0.062
H 0.553 1.317 4.599 -0.028
H -1.593 -0.321 3.688 0.092
H -1.976 1.385 3.212 0.096
H -1.691 0.801 4.871 -0.627
C -3.299 -1.891 0.007 1.036
C -2.205 -1.414 -0.893 0.682
O -1.281 -0.825 -0.427 -0.552
N -2.416 -1.649 -2.172 -0.062
C -1.474 -1.313 -3.282 0.233
H -4.123 -2.341 -0.548 -0.168
H -3.701 -1.273 0.809 0.073
H -2.816 -2.664 0.605 0.102
H -3.145 -2.267 -2.498 -0.132
H -0.427 -1.587 -3.148 0.023
H -1.461 -0.234 -3.441 0.015
H -2.033 -1.754 -4.107 -0.111
C 3.596 -2.193 -0.190 0.060
C 2.120 -2.548 -0.060 0.728
O 1.240 -1.635 -0.188 -0.080
N 1.768 -3.819 -0.022 -0.262
C 0.428 -4.392 -0.058 0.468
H 4.243 -2.769 0.470 0.000
H 3.824 -1.152 0.042 0.003
H 3.918 -2.370 -1.216 0.004
H 2.573 -4.339 -0.340 0.030
H -0.363 -3.809 -0.531 -0.120
H 0.097 -4.753 0.916 0.028
H 0.451 -5.283 -0.685 -0.104

88
Properties=species:S:1:pos:R:3:mulliken_charge:R:1 method="wB97M-V/def2-TZVPD" molar_mass_g_mol=843.52 e_homo_ha=-0.2792 total_energy_ha=-2567.72298 lumo_energy_ev=-1.9 fmax_ev_per_a=2.05
Rb 3.596 -2.940 -0.334 0.954
Rb 3.665 -1.497 3.288 1.005
O 0.681 -2.740 0.853 -0.994
C 0.583 -1.362 1.044 0.626
C 1.546 -0.335 0.376 2.359
O 2.916 -0.293 0.729 -1.168
H 0.572 -1.187 2.147 -0.266
H -0.435 -1.028 0.743 -0.467
H 1.156 0.700 0.437 -1.139
H 1.440 -0.454 -0.729 -0.932
C -3.015 0.439 0.071 -0.981
C -1.999 1.398 -0.520 2.296
C -1.473 0.977 -1.916 0.747
O -1.966 1.985 -2.796 -0.444
C -2.684 2.896 -2.127 0.536
O -3.245 3.812 -2.630 -0.579
O -2.695 2.610 -0.810 -0.484
H -4.026 0.710 -0.229 0.506
H -3.018 0.397 1.162 0.072
H -2.816 -0.593 -0.231 -0.122
H -1.143 1.469 0.152 -1.016
H -1.797 -0.027 -2.182 -0.213
H -0.389 1.046 -2.022 -0.337
C -3.004 -2.241 2.900 -1.611
C -3.032 -3.083 1.624 2.274
C -2.115 -4.289 1.492 0.419
O -2.983 -5.417 1.660 -0.417
C -4.250 -5.012 1.567 0.522
O -5.194 -5.739 1.548 -0.562
O -4.339 -3.670 1.533 -0.434
H -3.862 -1.572 2.895 0.410
H -2.095 -1.643 2.971 0.179
H -3.064 -2.897 3.773 0.426
H -2.880 -2.358 0.821 -1.286
H -1.345 -4.298 2.262 0.286
H -1.627 -4.327 0.522 -0.266
C -2.605 -4.311 -2.381 -1.719
C -1.366 -3.427 -2.232 1.793
C -0.001 -3.980 -2.630 -0.282
O 0.609 -2.965 -3.398 -0.277
C -0.309 -2.047 -3.715 0.497
O -0.104 -1.122 -4.432 -0.549
O -1.499 -2.291 -3.123 -0.417
H -2.501 -5.140 -1.676 0.410
H -2.717 -4.759 -3.368 0.444
H -3.490 -3.720 -2.161 0.382
H -1.355 -3.077 -1.197 -0.785
H -0.089 -4.941 -3.138 0.245
H 0.473 -4.147 -1.661 0.154
C 0.242 3.252 5.687 -1.693
C -0.042 2.911 4.229 0.808
C -0.123 1.417 3.904 0.173
O -1.410 1.267 3.321 -0.158
C -2.036 2.471 3.241 0.597
O -3.075 2.630 2.696 -0.518
O -1.332 3.409 3.897 -0.411
H 1.271 3.053 5.976 0.373
H -0.444 2.699 6.336 0.409
H -0.040 4.295 5.828 0.383
H 0.731 3.393 3.623 -0.083
H 0.006 0.831 4.817 0.299
H 0.629 1.130 3.169 -0.126
C 2.128 1.538 -4.140 -1.598
C 2.949 0.737 -3.143 2.221
C 3.018 -0.751 -3.506 0.351
O 4.357 -1.093 -3.229 -0.394
C 5.100 0.023 -3.026 0.490
O 6.257 -0.023 -2.783 -0.549
O 4.329 1.120 -3.102 -0.417
H 2.009 2.570 -3.813 0.306
H 1.146 1.072 -4.232 0.335
H 2.535 1.536 -5.152 0.421
H 2.509 0.832 -2.150 -0.956
H 2.745 -0.912 -4.550 0.343
H 2.267 -1.267 -2.906 -0.374
C 0.935 3.704 0.506 -1.245
C 2.393 3.329 0.732 1.138
C 3.225 3.114 -0.528 0.461
O 4.303 4.076 -0.401 -0.449
C 4.168 4.787 0.730 0.506
O 4.920 5.631 1.125 -0.589
O 3.042 4.439 1.357 -0.509
H 0.807 4.405 -0.322 0.455
H 0.401 4.079 1.375 0.255
H 0.442 2.799 0.135 0.115
H 2.507 2.493 1.425 0.153
H 2.737 3.362 -1.472 -0.170
H 3.684 2.130 -0.586 -0.146

67
Properties=species:S:1:pos:R:3:mulliken_charge:R:1 method="wB97M-V/def2-TZVPD" smiles="CC(=O)c1ccc(N2CCN(c3ccc4cc(S(=O)(=O)N5CCC(C)CC5)ccc4n3)CC2)cc1" molar_mass_g_mol=492.64 e_homo_ha=-0.2917 total_energy_ha=-1891.01412 de_lowest_kj_mol=134.5 lumo_energy_ev=0.1 fmax_ev_per_a=1.03
C -0.247 3.436 0.173 -1.335
C 0.388 2.616 1.266 0.871
O -0.184 2.396 2.315 -0.681
C 1.741 2.075 1.019 0.144
C 2.409 1.460 2.081 -0.982
C 3.606 0.813 1.901 -0.479
C 4.184 0.699 0.628 1.244
N 5.326 -0.064 0.426 -0.191
C 5.532 -1.260 1.219 -0.522
C 4.955 -2.492 0.460 -0.938
N 4.091 -2.048 -0.606 -0.035
C 2.793 -1.665 -0.398 1.054
C 2.107 -1.914 0.827 -0.680
C 0.841 -1.442 0.983 -0.765
C 0.205 -0.749 -0.074 0.663
C -1.085 -0.202 0.015 -0.279
C -1.630 0.415 -1.076 -0.332
S -3.276 1.111 -0.976 1.471
O -3.809 1.207 -2.310 -0.774
O -3.256 2.309 -0.188 -0.706
N -4.064 -0.076 -0.091 0.315
C -4.354 -1.250 -0.884 -0.704
C -4.758 -2.398 0.037 -0.924
C -5.965 -1.998 0.890 0.600
C -6.358 -3.119 1.847 -1.711
C -5.627 -0.713 1.649 -0.803
C -5.205 0.381 0.674 -0.827
C -0.931 0.526 -2.283 -0.780
C 0.337 0.022 -2.389 -0.555
C 0.938 -0.622 -1.285 -0.416
N 2.196 -1.069 -1.412 -0.424
C 4.850 -1.348 -1.623 -0.786
C 5.783 -0.318 -0.926 -0.801
C 3.574 1.421 -0.407 -0.444
C 2.385 2.090 -0.216 -0.601
H -0.192 2.919 -0.781 0.265
H -1.293 3.609 0.413 0.280
H 0.274 4.389 0.086 0.458
H 1.951 1.495 3.058 0.492
H 4.086 0.381 2.766 0.391
H 5.052 -1.160 2.188 0.137
H 6.607 -1.387 1.383 0.475
H 5.764 -3.062 -0.006 0.349
H 4.428 -3.162 1.136 0.414
H 2.588 -2.438 1.637 0.209
H 0.310 -1.579 1.914 0.477
H -1.648 -0.265 0.934 0.672
H -3.449 -1.498 -1.444 0.410
H -5.156 -1.039 -1.607 0.343
H -3.918 -2.639 0.692 0.233
H -4.992 -3.279 -0.563 0.403
H -6.809 -1.794 0.221 0.214
H -7.224 -2.829 2.438 0.414
H -6.606 -4.024 1.295 0.417
H -5.539 -3.345 2.526 0.362
H -4.807 -0.908 2.343 0.244
H -6.490 -0.373 2.223 0.385
H -4.891 1.286 1.196 0.422
H -6.044 0.633 0.007 0.377
H -1.426 1.012 -3.109 0.561
H 0.903 0.102 -3.304 0.511
H 5.437 -2.072 -2.196 0.478
H 4.131 -0.863 -2.282 0.349
H 5.842 0.611 -1.489 0.395
H 6.798 -0.719 -0.845 0.381
H 4.001 1.435 -1.396 0.183
H 1.942 2.596 -1.060 0.413

88
Properties=species:S:1:pos:R:3:mulliken_charge:R:1 method="wB97M-V/def2-TZVPD" molar_mass_g_mol=701.58 e_homo_ha=-0.2674 total_energy_ha=-2110.47765 lumo_energy_ev=0.6 fmax_ev_per_a=1.07
Pt 0.146 -0.394 -0.183 1.822
C 2.123 1.553 1.976 -1.791
C 3.178 0.729 1.228 2.140
C 4.437 1.585 1.073 -1.680
C 3.493 -0.508 2.078 -1.799
P 2.351 0.200 -0.360 -0.452
C 2.424 1.750 -1.417 -1.453
N 1.061 2.127 -1.637 0.517
B -0.021 1.351 -1.094 0.234
N -1.186 2.140 -1.347 0.508
C -2.476 1.719 -0.903 -2.210
P -2.228 0.050 -0.075 0.614
C -2.582 0.465 1.724 2.057
C -2.218 -0.762 2.571 -1.876
C -4.025 0.872 2.028 -1.954
C -1.666 1.625 2.127 -2.272
C -3.714 -0.851 -0.843 1.877
C -3.203 -1.250 -2.237 -1.632
C -4.142 -2.111 -0.086 -1.830
C -4.991 -0.009 -1.002 -1.769
C -0.834 3.317 -1.991 0.559
C -1.598 4.378 -2.432 -0.719
C -0.946 5.445 -3.054 -0.769
C 0.430 5.441 -3.226 -0.753
C 1.210 4.370 -2.782 -0.745
C 0.572 3.314 -2.163 0.252
C 3.421 -0.954 -1.380 2.155
C 4.802 -0.393 -1.734 -1.803
C 2.616 -1.208 -2.662 -1.689
C 3.622 -2.287 -0.662 -1.682
H 2.558 1.925 2.908 0.752
H 1.259 0.938 2.219 0.281
H 1.778 2.412 1.393 0.145
H 4.880 1.707 2.065 0.512
H 4.221 2.584 0.696 0.394
H 5.190 1.131 0.432 0.185
H 3.672 -0.191 3.109 0.532
H 4.390 -1.017 1.730 0.378
H 2.667 -1.225 2.076 0.183
H 2.969 1.534 -2.337 0.600
H 2.965 2.550 -0.905 0.345
H -3.172 1.647 -1.736 0.999
H -2.917 2.410 -0.176 0.415
H -2.789 -1.646 2.286 0.303
H -2.439 -0.547 3.620 0.622
H -1.157 -1.005 2.482 0.115
H -4.712 0.028 1.961 0.359
H -4.387 1.667 1.374 0.297
H -4.070 1.248 3.054 0.536
H -0.638 1.442 1.829 0.226
H -1.703 1.731 3.215 0.644
H -1.981 2.574 1.688 0.313
H -2.364 -1.942 -2.168 0.203
H -2.876 -0.387 -2.822 0.290
H -4.010 -1.741 -2.787 0.542
H -3.329 -2.805 0.082 0.385
H -4.902 -2.626 -0.681 0.595
H -4.596 -1.867 0.876 0.256
H -4.865 0.898 -1.585 0.346
H -5.438 0.257 -0.048 0.325
H -5.715 -0.629 -1.538 0.557
H -2.672 4.389 -2.291 0.478
H -1.526 6.286 -3.410 0.394
H 0.909 6.277 -3.718 0.390
H 2.284 4.370 -2.919 0.492
H 4.777 0.606 -2.172 0.226
H 5.262 -1.059 -2.469 0.516
H 5.459 -0.373 -0.866 0.401
H 2.509 -0.315 -3.282 0.274
H 1.619 -1.588 -2.430 0.108
H 3.140 -1.965 -3.251 0.624
H 4.306 -2.195 0.179 0.234
H 4.065 -2.997 -1.367 0.688
H 2.671 -2.667 -0.302 -0.006
C 0.560 -4.214 1.984 -1.924
C 0.150 -3.645 0.619 1.739
C -1.361 -3.618 0.524 -1.469
C 0.680 -4.572 -0.489 -1.889
O 0.692 -2.363 0.499 -0.693
H 0.077 -5.171 2.198 0.381
H 0.287 -3.500 2.764 0.317
H 1.642 -4.356 2.020 0.439
H -1.804 -4.615 0.602 0.429
H -1.648 -3.184 -0.436 -0.074
H -1.755 -2.997 1.330 0.234
H 0.332 -5.599 -0.346 0.420
H 1.766 -4.586 -0.498 0.463
H 0.333 -4.225 -1.466 0.313